Computed, not measured: C43H51N4O5Tb as an isolated structure, with ωB97M-V/def2-TZVPD.

Its charge is +2. As for the expectation value of S²: 12.691. As for the spin multiplicity: 7. The total energy comes out at -84043.4180 eV. As for the LUMO energy (alpha / beta): -5.75 / -5.74 eV.

```
104
C43H51N4O5Tb ωB97M-V/def2-TZVPD
Tb -1.45 0.89 0.11
C -3.33 4.41 0.18
C -2.69 3.41 1.09
C -1.40 3.63 1.59
C -0.86 2.80 2.57
C -1.59 1.72 3.05
C -2.87 1.46 2.54
C -3.42 2.31 1.58
H -4.05 3.94 -0.49
H -2.59 4.95 -0.40
H -3.87 5.13 0.79
H -0.87 4.53 1.28
H 0.09 3.06 3.02
H -1.21 1.14 3.89
H -3.49 0.69 3.00
H -4.46 2.19 1.28
C 3.88 -3.08 3.08
C 3.73 -1.62 3.52
C 3.47 -1.56 5.04
C 5.04 -0.89 3.23
C 2.55 -1.03 2.80
C 1.26 -1.54 2.97
C 0.20 -0.99 2.28
N 0.32 0.04 1.44
C 1.55 0.57 1.26
C 2.66 0.05 1.92
C 1.65 1.73 0.34
C 2.85 2.39 0.12
C 2.94 3.48 -0.74
C 1.75 3.86 -1.37
C 0.59 3.17 -1.11
N 0.51 2.13 -0.27
C 4.27 4.17 -0.96
C 5.25 3.14 -1.55
C 4.80 4.68 0.39
C 4.16 5.35 -1.93
H 4.73 -3.53 3.58
H 4.06 -3.14 2.00
H 3.00 -3.68 3.31
H 4.32 -1.96 5.57
H 2.59 -2.13 5.33
H 3.33 -0.52 5.35
H 5.84 -1.37 3.80
H 5.00 0.15 3.55
H 5.31 -0.95 2.18
H 1.08 -2.37 3.64
H -0.81 -1.39 2.41
H 3.63 0.47 1.75
H 3.74 2.06 0.62
H 1.72 4.69 -2.06
H -0.34 3.46 -1.59
H 5.42 2.31 -0.87
H 6.21 3.62 -1.74
H 4.88 2.75 -2.49
H 4.96 3.88 1.09
H 4.10 5.39 0.82
H 5.75 5.19 0.23
H 3.82 5.02 -2.91
H 5.14 5.80 -2.06
H 3.49 6.11 -1.55
C 2.05 -5.99 -0.48
C 0.67 -6.06 -1.14
N 0.05 -4.74 -1.27
C -1.05 -4.42 -0.39
C -0.59 -4.28 1.06
C 0.51 -3.96 -2.26
O 1.41 -4.27 -3.02
C -0.12 -2.60 -2.46
C -0.63 -2.27 -3.72
C -1.02 -0.96 -3.97
C -0.92 -0.03 -2.95
N -0.45 -0.33 -1.73
C -0.04 -1.59 -1.51
H 2.46 -6.99 -0.42
H 1.99 -5.56 0.52
H 2.72 -5.38 -1.09
H 0.00 -6.69 -0.57
H 0.78 -6.47 -2.15
H -1.80 -5.22 -0.46
H -1.52 -3.49 -0.73
H -0.26 -5.24 1.45
H -1.42 -3.94 1.67
H 0.23 -3.57 1.13
H -0.70 -3.03 -4.49
H -1.39 -0.67 -4.94
H -1.20 1.01 -3.12
H 0.39 -1.79 -0.54
O -2.94 -0.56 -0.15
C -3.56 0.25 -0.92
O -3.02 1.38 -1.15
C -4.84 -0.09 -1.53
C -5.17 -1.42 -1.82
C -6.34 -1.74 -2.48
C -7.20 -0.71 -2.80
O -8.40 -0.77 -3.41
C -8.91 0.56 -3.41
O -7.94 1.41 -2.83
C -6.91 0.62 -2.45
C -5.73 0.96 -1.85
H -4.48 -2.20 -1.54
H -6.60 -2.76 -2.73
H -9.84 0.59 -2.83
H -9.11 0.88 -4.44
H -5.49 1.98 -1.60
```

Here are the Löwdin charges for atoms 1 to 6, given in e:
1. Tb 1.689
2. C -0.013
3. C -0.308
4. C -0.053
5. C -0.074
6. C -0.100